Entry 1:
DFT (the ωB97M-V functional and the def2-TZVPD basis) results for a cluster of 11 separate species, C66H168N21O11P5 in total.

As for the HOMO-LUMO gap: 7.924 eV. The structure (SMILES) is CN(C)P(=O)(N(C)C)N(C)C.CN(C)P(=O)(N(C)C)N(C)C.CN(C)P(=O)(N(C)C)N(C)C.CN(C)P(=O)(N(C)C)N(C)C.CN(C)P(=O)(N(C)C)N(C)C.CC1(C)CCCC(C)(C)N1O.CC1(C)CCCC(C)(C)N1O.CC1(C)CCCC(C)(C)N1O.CN(C)C=O.CN(C)C=O.CN(C)C=O. The molecular weight is 1587.08 g mol⁻¹.

Last column: Löwdin charge in e.
Cartesian coordinates (Å):
C -7.96747 -3.54402 9.73831  -0.36
O -7.37520 -4.60014 9.71172  -0.01
N -9.27721 -3.31971 9.47429  -0.14
C -9.93887 -2.01918 9.63939  -0.02
C -10.13249 -4.40731 8.99190  -0.05
H -7.63934 -2.59601 10.21234  0.13
H -9.20970 -1.21304 9.62173  0.05
H -10.66303 -1.91611 10.44703  0.08
H -10.50136 -2.02602 8.70220  0.07
H -10.35616 -4.31430 7.92439  0.07
H -9.48476 -5.28569 9.02525  0.06
H -11.03141 -4.46123 9.59802  0.06
C -5.01346 -2.26459 8.21230  -0.31
O -4.34732 -1.26301 8.40596  0.01
N -5.14012 -2.87957 7.01212  -0.18
C -5.72128 -4.21103 6.93612  -0.05
C -4.50470 -2.34699 5.81900  -0.04
H -5.63095 -2.75777 8.98689  0.12
H -6.20994 -4.22410 5.96042  0.06
H -6.53695 -4.23652 7.65844  0.06
H -4.95009 -4.97899 6.99705  0.10
H -4.18107 -1.31043 5.85780  0.08
H -3.56304 -2.89606 5.69791  0.09
H -5.10863 -2.51169 4.92879  0.09
C -8.29646 -5.76398 14.77345  -0.33
O -8.97157 -6.76566 14.94213  -0.01
N -7.79125 -5.39098 13.58307  -0.14
C -7.08513 -4.15616 13.23428  -0.02
C -7.83747 -6.35468 12.48727  -0.04
H -8.15194 -4.92426 15.48056  0.14
H -7.43155 -3.63484 12.34617  0.07
H -6.05080 -4.43258 13.02497  0.06
H -7.05217 -3.48537 14.09160  0.07
H -8.39770 -6.04208 11.60935  0.08
H -6.79116 -6.57573 12.25666  0.07
H -8.18010 -7.32291 12.84223  0.07
O -6.88941 -5.92798 4.31855  -0.29
P -8.14075 -6.70232 4.32884  0.57
N -8.29732 -7.70346 3.01007  -0.31
C -9.51336 -8.51832 2.88827  -0.09
C -7.47057 -7.55887 1.83552  -0.12
N -9.52282 -5.70741 4.26057  -0.27
C -10.66772 -5.85238 5.16850  -0.12
C -9.28515 -4.29665 3.91586  -0.11
N -8.33186 -7.68564 5.72004  -0.26
C -8.17892 -6.98838 6.99696  -0.12
C -7.87230 -9.05016 5.80286  -0.13
H -9.45551 -9.18492 2.03090  0.08
H -10.45818 -7.96910 2.85629  0.07
H -9.58684 -9.11666 3.79839  0.06
H -8.00646 -7.50068 0.88361  0.08
H -6.85476 -8.46258 1.75110  0.08
H -6.79901 -6.70260 1.83582  0.07
H -10.36385 -5.42296 6.12740  0.05
H -11.49898 -5.20326 4.85664  0.08
H -11.18833 -6.80362 5.13055  0.04
H -10.04945 -3.92924 3.23394  0.08
H -9.17531 -3.71027 4.83525  0.08
H -8.30730 -4.17775 3.44922  0.07
H -8.75777 -6.08471 7.19445  0.05
H -8.61114 -7.60686 7.79179  0.08
H -7.14599 -6.81440 7.30910  0.08
H -7.07746 -9.29529 6.51211  0.08
H -7.76471 -9.49940 4.81688  0.07
H -8.67257 -9.68048 6.22722  0.08
O -12.02945 -9.35128 5.72875  -0.29
P -13.08552 -8.71249 6.54575  0.56
N -13.75930 -9.72839 7.73392  -0.28
C -13.40500 -11.18081 7.73609  -0.07
C -14.76162 -9.34749 8.72164  -0.11
N -14.36041 -8.24114 5.54580  -0.27
C -14.03597 -7.36097 4.42117  -0.12
C -15.71922 -7.97491 6.05571  -0.09
N -12.51427 -7.27143 7.27720  -0.24
C -13.43023 -6.15824 7.54360  -0.12
C -11.43234 -7.43189 8.24181  -0.09
H -13.85317 -11.58637 6.82789  0.08
H -13.77024 -11.62787 8.65315  0.08
H -12.32703 -11.25147 7.60488  0.07
H -14.73980 -8.27127 8.90937  0.06
H -14.57528 -9.77550 9.70682  0.08
H -15.75650 -9.58762 8.33995  0.07
H -12.99502 -7.45168 4.11820  0.06
H -14.58773 -7.63454 3.51683  0.09
H -14.33474 -6.33703 4.66105  0.07
H -16.24510 -7.57308 5.19228  0.09
H -16.23073 -8.88053 6.38090  0.07
H -15.76208 -7.29367 6.90610  0.04
H -12.99484 -5.44758 8.24665  0.07
H -13.69111 -5.69693 6.59176  0.08
H -14.33261 -6.52463 8.03899  -0.01
H -10.79286 -6.55560 8.32045  0.05
H -10.77371 -8.22460 7.87560  0.09
H -11.77314 -7.80808 9.21208  0.01
O -13.12769 -3.73972 9.81605  -0.29
P -14.36254 -3.10273 9.29230  0.60
N -14.12006 -2.54056 7.72185  -0.30
C -12.87608 -2.72103 6.99209  -0.10
C -15.21152 -2.17690 6.84377  -0.11
N -14.94191 -1.80979 10.18185  -0.31
C -15.24522 -2.11724 11.58140  -0.09
C -14.80950 -0.41500 9.75292  -0.07
N -15.73277 -4.11714 9.09794  -0.26
C -15.55493 -5.54872 9.05173  -0.16
C -17.13194 -3.72251 9.08110  -0.12
H -13.05279 -3.06280 5.97316  0.08
H -12.26217 -3.43305 7.54799  0.04
H -12.25330 -1.81904 7.04101  0.07
H -15.42375 -3.02021 6.17508  0.09
H -14.93488 -1.28266 6.28406  0.07
H -16.14332 -1.97667 7.37354  0.07
H -16.31152 -2.06328 11.81300  0.08
H -14.81182 -3.08638 11.82253  0.06
H -14.77888 -1.35937 12.21697  0.07
H -15.65074 0.18868 10.08454  0.09
H -13.86784 -0.06891 10.19593  0.07
H -14.63200 -0.41948 8.68059  0.06
H -16.04853 -6.04226 9.90178  0.10
H -16.00866 -5.93625 8.13399  0.08
H -14.51969 -5.84267 9.23735  0.04
H -17.31376 -2.77399 9.59327  0.07
H -17.78762 -4.38224 9.65456  0.09
H -17.47575 -3.63302 8.04868  0.08
O -10.83670 1.89929 14.82709  -0.29
P -10.39983 0.49760 14.56418  0.57
N -10.82998 -0.06604 13.02031  -0.29
C -10.48576 0.81202 11.92809  -0.13
C -12.18979 -0.61284 12.86724  -0.11
N -10.98675 -0.67881 15.59472  -0.31
C -10.87787 -2.13217 15.44359  -0.12
C -11.58982 -0.30395 16.86057  -0.11
N -8.69000 0.39688 14.55028  -0.30
C -7.97010 1.45808 15.26794  -0.11
C -7.99794 -0.82802 14.18268  -0.13
H -9.47239 1.17886 12.09371  0.06
H -11.22725 1.60361 11.76095  0.09
H -10.47765 0.32240 10.94554  0.06
H -12.36229 -1.31393 13.67606  0.06
H -12.24529 -1.09649 11.88873  0.06
H -12.95435 0.17216 12.85403  0.09
H -10.11183 -2.51048 16.12212  0.09
H -11.85680 -2.59638 15.34631  0.07
H -10.40938 -2.37877 14.48237  0.07
H -12.38126 -0.99649 17.15076  0.08
H -10.87116 -0.31780 17.68993  0.08
H -11.96381 0.71938 16.83557  0.07
H -7.93422 2.34664 14.63735  0.07
H -8.41697 1.71664 16.22826  0.07
H -6.95202 1.11712 15.45620  0.08
H -6.94831 -0.59253 14.00610  0.09
H -8.42542 -1.11166 13.21608  0.07
H -8.10958 -1.64915 14.89615  0.06
O -3.96923 -5.39782 14.10330  -0.28
P -3.47662 -6.54150 13.31355  0.55
N -4.10521 -7.97354 13.97901  -0.31
C -3.65711 -8.08380 15.37912  -0.12
C -5.51126 -8.27175 13.72564  -0.11
N -1.84043 -6.93969 13.20193  -0.31
C -1.33491 -8.30908 13.00051  -0.11
C -0.80540 -5.90485 13.40363  -0.09
N -4.00485 -6.47604 11.69687  -0.30
C -3.84436 -7.57546 10.73733  -0.08
C -4.22842 -5.16575 11.07824  -0.12
H -2.59020 -8.27547 15.50278  0.07
H -4.09237 -9.01179 15.75860  0.08
H -3.94875 -7.22611 15.98513  0.08
H -6.22391 -7.66639 14.29168  0.08
H -5.75984 -9.22175 14.22352  0.09
H -5.59472 -8.52421 12.67452  0.06
H -0.45680 -8.39120 13.64246  0.08
H -2.08023 -9.04717 13.28093  0.07
H -1.06161 -8.42948 11.95126  0.07
H -1.24264 -4.92206 13.22894  0.07
H -0.50390 -5.84025 14.45360  0.08
H 0.04648 -6.14360 12.77315  0.08
H -4.39408 -8.45128 11.08543  0.06
H -4.26272 -7.30267 9.77162  0.08
H -2.78402 -7.82352 10.67200  0.07
H -5.16682 -5.17772 10.51949  0.06
H -3.40893 -5.01150 10.36558  0.08
H -4.20637 -4.36427 11.81247  0.07
C -8.89502 1.20796 5.22336  -0.02
C -10.31611 0.99658 5.73728  -0.52
C -11.02924 2.34136 5.71625  -0.16
C -11.46115 2.83140 4.35680  -0.18
C -12.48320 1.79014 3.84934  -0.14
C -11.92362 0.35825 3.79990  -0.49
N -11.12907 0.01137 5.02303  -0.09
O -10.39849 -1.16744 4.85404  -0.03
C -13.16771 -0.58216 3.84085  -0.02
C -11.12964 0.19811 2.56001  -0.04
C -10.19936 0.60376 7.19569  -0.06
H -8.80686 1.74081 4.27623  0.08
H -8.37298 0.25622 5.09785  0.08
H -8.32369 1.72677 5.99518  0.08
H -11.99123 2.28012 6.24222  0.12
H -10.48384 3.09928 6.28348  0.13
H -10.61551 3.06943 3.70362  0.11
H -11.92977 3.81841 4.40226  0.11
H -12.81891 2.16093 2.87212  0.12
H -13.45430 1.92208 4.33540  0.11
H -13.68626 -0.43840 2.88753  0.09
H -12.96963 -1.65285 3.91933  0.07
H -13.88684 -0.30198 4.60730  0.06
H -10.54277 -0.71773 2.51034  0.08
H -11.73791 0.35588 1.66269  0.09
H -10.40956 0.99922 2.34945  0.09
H -9.84191 1.33099 7.92962  0.08
H -9.59656 -0.29668 7.34998  0.07
H -11.14733 0.31928 7.67159  0.08
H -11.02396 -1.88476 5.01929  0.07
C -12.11847 -4.84738 13.61966  -0.03
C -12.67012 -6.16115 13.07725  -0.48
C -12.29167 -6.29008 11.59223  -0.13
C -12.47654 -7.67952 11.00908  -0.19
C -11.76820 -8.76739 11.78704  -0.11
C -11.99823 -8.74083 13.33338  -0.46
N -12.05181 -7.31680 13.75280  -0.09
O -12.10028 -7.15294 15.15788  -0.02
C -13.25206 -9.51265 13.65153  -0.03
C -10.65250 -9.25394 13.88240  -0.03
C -14.20884 -6.18406 13.13162  -0.02
H -11.02771 -4.86020 13.67146  0.08
H -12.61340 -4.67088 14.57300  0.08
H -12.30268 -4.03707 12.90763  0.08
H -12.77453 -5.57572 10.92388  0.08
H -11.23750 -5.98300 11.51075  0.12
H -12.29461 -7.62780 9.93450  0.01
H -13.55311 -7.84982 11.16411  0.10
H -10.72390 -8.61416 11.50398  0.12
H -12.11145 -9.71864 11.37294  0.12
H -14.13079 -9.21099 13.06398  0.06
H -13.17392 -10.58883 13.48969  0.08
H -13.75746 -9.30303 14.60020  0.09
H -10.46807 -8.87271 14.89078  0.07
H -10.56705 -10.33982 13.94805  0.09
H -9.76491 -8.82784 13.41875  0.06
H -14.67851 -5.53032 12.38592  0.07
H -14.56720 -5.86370 14.11142  0.09
H -14.63926 -7.13704 12.82449  0.06
H -11.15703 -7.06083 15.36913  0.07
C -3.67360 3.31000 8.57700  -0.04
C -4.80151 3.46270 9.60972  -0.49
C -5.85347 4.46301 9.08975  -0.14
C -7.20622 4.31428 9.78424  -0.18
C -7.67215 2.87918 9.74536  -0.14
C -6.69176 1.93033 10.48058  -0.48
N -5.42925 2.11202 9.76253  -0.10
O -4.44536 1.15584 10.11943  -0.02
C -6.61743 2.15642 11.98590  -0.02
C -7.15953 0.47272 10.21192  -0.03
C -4.18294 4.04105 10.89630  -0.03
H -2.77033 2.87263 9.00295  0.08
H -3.34844 4.32906 8.34735  0.09
H -4.00256 2.71362 7.72997  0.09
H -5.40754 5.44376 9.25613  0.11
H -5.97324 4.36049 8.00785  0.12
H -7.88484 4.93112 9.18825  0.11
H -7.18001 4.72592 10.79466  0.11
H -7.72686 2.55751 8.70231  0.11
H -8.68475 2.79634 10.15027  0.12
H -6.65377 3.22211 12.18154  0.07
H -7.30324 1.53272 12.56930  0.04
H -5.75048 1.60136 12.36799  0.10
H -8.04294 0.13159 10.75773  0.04
H -7.48844 0.31531 9.17827  0.08
H -6.34197 -0.21638 10.42628  0.08
H -4.04428 5.11660 10.75261  0.08
H -3.17338 3.63827 10.99751  0.08
H -4.68297 3.96906 11.85928  0.07
H -4.66299 0.46687 9.47975  0.05

Entry 2:
DFT (the ωB97M-V functional and the def2-TZVPD basis) results for the molecule C2H2N2O2S.

As for the HOMO-LUMO gap: 8.811 eV. The structure (SMILES) is O=C=CSNN=O. The molecular weight is 118.12 g mol⁻¹.

Last column: Löwdin charge in e.
Cartesian coordinates (Å):
C 0.64130 -0.14710 -1.09816  -0.42
C 0.95927 -1.39020 -1.27295  -0.25
N -0.93254 -0.30552 0.80930  -0.40
N -1.07438 -1.54690 0.31589  -0.14
O 1.01632 -2.52626 -1.50225  0.20
O -2.04775 -2.14155 0.81385  -0.07
S 0.24398 0.81614 0.35021  0.92
H 0.65355 0.41577 -1.91575  0.02
H -1.61826 -0.05859 1.59473  0.14